A molecular structure, C14H16ClI2N3OPTl at a distorted geometry, computed with the ωB97M-V functional and the def2-TZVPD basis.

Geometry (Å):
I (-3.913, -1.911, 2.778)
I (-0.811, 0.081, 4.258)
Tl (-0.305, 0.041, 1.126)
P (-1.447, 2.149, -0.080)
C (-2.747, 2.648, 1.075)
C (-0.237, 3.573, -0.009)
H (-1.510, 2.079, -2.534)
H (-2.520, 3.478, -1.918)
H (-3.120, 1.768, -1.820)
C (-2.227, 2.422, -1.762)
H (0.618, 3.346, -0.671)
H (-0.722, 4.518, -0.301)
H (-3.135, 3.658, 0.815)
H (-2.326, 2.627, 2.101)
H (0.140, 3.647, 1.029)
H (-3.550, 1.886, 1.024)
C (-2.063, -1.290, 2.735)
O (-1.318, -2.010, 1.981)
Cl (0.419, 0.470, -2.001)
N (6.156, -8.240, -3.677)
C (5.695, -7.328, -3.111)
C (5.124, -6.215, -2.381)
C (4.313, -5.309, -3.046)
C (3.740, -4.254, -2.318)
C (3.967, -4.113, -0.962)
C (4.807, -5.027, -0.314)
C (5.383, -6.100, -1.024)
N (3.357, -3.086, -0.199)
C (3.590, -2.812, 1.176)
C (2.703, -1.811, 1.527)
N (1.956, -1.440, 0.419)
C (2.377, -2.205, -0.596)
H (4.109, -5.397, -4.114)
H (3.105, -3.530, -2.814)
H (5.029, -4.945, 0.754)
H (6.025, -6.832, -0.492)
H (4.340, -3.349, 1.777)
H (2.581, -1.372, 2.531)
H (2.001, -2.161, -1.589)

Calculated values
- energy above the lowest of the compared OMol25 structures with the same formula, charge and spin (kcal per mole) = 58.0
- LUMO (alpha / beta) (eV) = -10.600 / -10.603
- spin multiplicity = 1
- frontier orbital gap (alpha / beta) (Eh) = 0.10985 / 0.10973
- charge = +2